# C32H30GeN4O4Ru

A molecular structure, C32H30GeN4O4Ru at a distorted geometry (the ωB97M-V functional and the def2-TZVPD basis, the Open Molecules 2025 dataset).

The calculation puts the largest force on an atom at 2.9 eV Å⁻¹. As for the expectation value of S²: 6.0504. Its net charge is -2. Its energy above the lowest of the compared OMol25 structures with the same formula, charge and spin is 131.4 kJ/mol. The total energy is -3929.0427 Ha. The spin multiplicity is 5.

Structure (XYZ):
```
72
Properties=species:S:1:pos:R:3:mulliken_spin:R:1
C -2.827 2.936 -0.754 0.05
H -5.738 7.339 -1.392 0.01
N -3.323 1.858 -1.304 -0.10
H -1.814 0.775 2.736 -0.03
H 1.262 -3.105 -2.085 0.00
H -2.082 5.343 -0.354 0.01
Ru -0.745 1.024 -0.313 2.36
C -3.649 4.190 -0.914 0.00
C -3.323 -0.391 -1.547 0.50
C 2.037 -5.013 -1.703 0.01
H 4.687 -1.616 -0.070 0.00
H -2.686 -4.383 -0.803 -0.01
C 2.162 -3.109 -0.126 0.03
H -1.191 -4.283 -1.766 0.04
C -2.942 -1.685 -1.209 -0.13
H 0.889 -2.770 2.670 -0.01
C -1.754 -2.350 -1.047 0.51
H -5.324 0.465 -1.243 0.02
C 5.400 -0.298 -1.607 0.00
H 1.622 -5.398 -2.624 0.00
C 3.123 0.127 4.153 0.00
H 5.863 1.247 -3.028 0.00
H -0.335 2.824 3.105 0.00
H -4.935 0.386 -2.859 0.03
H 3.715 0.948 4.509 0.00
C 2.788 0.072 2.810 0.01
H -5.356 -1.109 -2.057 -0.02
C 3.149 -0.266 -0.724 0.07
C -3.111 5.419 -0.696 0.03
C -5.768 5.129 -1.454 -0.02
C 1.547 -1.974 3.076 0.01
H 2.928 -0.888 6.021 0.00
C 3.854 1.403 -2.350 0.01
C -0.083 -0.788 -0.409 0.58
C 2.752 -5.789 -0.788 0.00
C -4.979 4.050 -1.340 0.03
C 2.092 -0.995 2.244 0.00
H 3.078 0.870 2.119 0.00
C 5.106 0.826 -2.357 0.00
C 2.862 -3.902 0.712 -0.02
C -1.720 -3.848 -0.891 -0.08
O 1.750 3.002 2.216 0.00
C 4.415 -0.779 -0.752 0.02
H 3.798 -5.843 1.051 0.00
H -6.842 5.037 -1.577 0.00
H 6.377 -0.817 -1.700 0.00
N -1.356 1.313 2.001 0.14
H 3.637 2.310 -2.934 0.00
H -1.990 1.946 1.548 -0.02
C 2.671 -0.935 4.951 0.00
C 2.835 0.828 -1.584 -0.01
H -3.425 7.509 -0.708 0.00
C 3.159 -5.249 0.404 0.00
C -4.828 -0.164 -1.942 -0.03
O 0.977 1.603 0.597 0.01
N -0.217 2.004 2.494 -0.01
Ge 1.679 -1.211 0.304 -0.20
H 1.444 -2.682 5.174 0.00
C 1.803 -3.681 -1.369 -0.01
C 0.951 2.198 1.767 0.01
C 1.794 -1.946 4.438 0.02
C -3.831 6.533 -0.943 -0.02
H 2.973 -6.860 -0.930 0.00
C -5.199 6.384 -1.282 0.05
O -0.518 -1.854 -1.275 0.02
N -2.539 0.691 -1.155 0.07
H 3.250 -3.430 1.598 0.00
H -1.160 -4.148 0.000 0.03
H -5.298 3.043 -1.601 0.01
O -1.642 3.004 -0.195 0.01
H -3.782 -2.347 -1.280 0.02
H 1.885 1.268 -1.660 -0.02
```